#w
# C6H16

A 2-piece molecular cluster, C6H16 overall (wB97M-V/def2-TZVPD, the Open Molecules 2025 dataset).

Structure (XYZ):
```
22
C6H16 | the Open Molecules 2025 dataset | wB97M-V/def2-TZVPD
H -0.08706 1.09141 -1.86515
H -2.09039 -1.84597 0.07830
H -1.57953 -0.11203 -0.22594
H -3.22966 -0.56550 0.20621
H 1.69147 -0.81375 -2.62932
H 1.49929 2.04141 -1.64026
H -0.09493 -0.57267 2.72116
C -0.89774 0.17045 2.54036
H -1.34763 0.77998 3.33632
H 1.95735 0.69398 -0.00209
C 1.89949 0.06674 -2.04948
C -2.18078 -0.79851 0.34004
H -2.35307 -1.50236 2.37265
H -2.83994 0.20325 2.12327
C -2.03901 -0.58923 1.87994
H 2.94394 0.25410 -2.37922
C 0.93666 1.30554 -2.18143
H 0.88959 1.62128 -3.24990
H 1.73947 -1.07857 -0.12558
H 3.30966 -0.41581 -0.34027
H -0.16378 0.77417 1.98626
C 2.23190 -0.21312 -0.55826
```

Output
lowest unoccupied orbital energy	0.0400	hartree
structure (SMILES)	CCC.CCC
multiplicity	1
molar mass	88.19	g mol⁻¹
HOMO-LUMO gap	11.52	eV



#x
# C6H16

A 2-piece molecular cluster, C6H16 overall (wB97M-V/def2-TZVPD, the Open Molecules 2025 dataset).

Structure (XYZ):
```
22
C6H16 | the Open Molecules 2025 dataset | wB97M-V/def2-TZVPD
H -0.57795 0.31289 3.09117
H -0.04843 -0.90720 -3.42412
C -0.94234 2.61917 0.63222
H 1.33930 -1.98194 -3.03038
H 2.17591 -1.81424 -1.03873
C 0.04489 -1.63276 -1.33021
C -0.42072 1.33341 2.72385
H -0.30052 -0.62819 -1.07349
H -2.01122 2.38095 0.70227
H 1.28647 -1.39430 0.46987
H 0.87383 1.49195 1.07129
H -0.66616 2.97787 -0.35213
H -0.32149 -2.54224 -3.29049
H -1.37374 1.78734 3.02361
C 1.27038 -1.96123 -0.45543
H 1.20878 -3.02814 -0.24948
H -0.76400 -2.30095 -1.01925
C 0.28808 -1.76752 -2.83383
C -0.20703 1.41364 1.23522
H 0.33825 1.82806 3.32945
H -0.58554 0.56172 0.67051
H -0.90420 3.47298 1.32371
```

Output
lowest unoccupied orbital energy	0.0406	hartree
structure (SMILES)	CCC.CCC
multiplicity	1
molar mass	88.19	g mol⁻¹
HOMO-LUMO gap	12.18	eV



#y
# C6H16

A 2-piece molecular cluster, C6H16 overall (wB97M-V/def2-TZVPD, the Open Molecules 2025 dataset).

Structure (XYZ):
```
22
C6H16 | the Open Molecules 2025 dataset | wB97M-V/def2-TZVPD
H -0.17554 0.04872 -1.86046
C -0.54588 -0.06796 0.54377
C 2.60643 1.50600 0.29915
H -3.73161 -1.22799 -0.44541
H 2.24227 0.15941 1.88991
C -2.74890 -1.26584 0.00668
H 0.03771 0.74569 0.13762
H 1.95249 2.23682 0.78213
C 3.11726 0.51262 1.33700
H -2.86714 -0.98153 1.06740
C -1.72333 -0.23139 -0.45433
H 3.92764 0.98956 1.87712
H 0.02507 -0.98656 0.72006
H -0.85431 0.04353 1.59675
H -0.75212 -1.52441 -1.92731
C -1.12516 -0.49304 -1.82238
H 3.52198 -0.38862 0.87678
H -2.10645 0.79059 -0.35573
H -1.67614 -0.25797 -2.73006
H 3.42528 1.94374 -0.27962
H -2.35427 -2.28051 -0.02474
H 1.98663 1.10064 -0.49617
```

Output
lowest unoccupied orbital energy	0.0404	hartree
structure (SMILES)	CC(C)C.CC
multiplicity	1
molar mass	88.19	g mol⁻¹
HOMO-LUMO gap	12.13	eV



#z
# C6H16

A 2-piece molecular cluster, C6H16 overall (wB97M-V/def2-TZVPD, the Open Molecules 2025 dataset).

Structure (XYZ):
```
22
C6H16 | the Open Molecules 2025 dataset | wB97M-V/def2-TZVPD
H 3.39370 -0.68671 0.32794
H 1.93908 -0.54264 1.27730
H 3.74006 1.74617 0.17022
H -1.31183 0.00125 1.70213
H -1.04446 1.44515 0.85026
H -0.37193 0.75972 -2.01358
H 1.71621 0.33463 -0.04284
C -1.20319 -0.40763 -0.36751
H -3.17823 -1.34021 -0.59879
C 2.55978 -0.04101 0.55969
H -0.16081 -0.75916 -0.17299
H -1.05352 -0.64570 -2.43287
H -2.72128 0.71245 0.83091
C -1.28239 0.24588 -1.81653
C -2.13231 -1.60130 -0.43980
H 2.35293 2.05333 1.34977
H -2.07438 -2.25415 -1.30228
H -1.99522 -2.24667 0.46743
H 3.60547 1.13338 1.94248
C -1.60340 0.51573 0.78919
H -2.31863 0.19717 -2.08539
C 3.14432 1.38033 1.00527
```

Output
lowest unoccupied orbital energy	0.0366	hartree
structure (SMILES)	CC(C)C.CC
multiplicity	1
molar mass	88.19	g mol⁻¹
HOMO-LUMO gap	11.71	eV



Most stable structure - #x; separation to the second - 10.5 kJ/mol.



#w
# C6H16

A 2-piece molecular cluster, C6H16 overall (wB97M-V/def2-TZVPD, the Open Molecules 2025 dataset).

Structure (XYZ):
```
22
C6H16 | the Open Molecules 2025 dataset | wB97M-V/def2-TZVPD
C 1.34317 -0.52766 2.17059
C -0.22111 1.14700 -2.52797
H -1.88378 -1.73981 -1.47622
H -0.89276 -0.37549 2.59251
H 2.24072 0.74125 0.57617
H 0.60488 1.25294 -1.90430
H 1.40460 1.67014 1.94914
H 0.27743 0.33257 3.92456
C 0.10142 -0.50247 3.11776
H 0.32249 1.42356 -3.49004
H 0.09791 -1.03736 -2.50035
C -1.77110 -0.64900 -1.47550
H 2.28496 -0.81921 2.76227
C -0.75991 -0.26397 -2.60834
H 0.48408 0.71914 0.73538
H -1.06233 1.86734 -2.37160
H -2.67301 -0.17935 -1.75460
H 1.23549 -1.41156 1.44418
H -1.57952 -0.30205 -0.56060
H -0.13694 -1.43447 3.52323
H -1.30098 -0.47615 -3.49494
C 1.40365 0.75752 1.33099
```

Output
lowest unoccupied orbital energy	0.0401	hartree
structure (SMILES)	CCC.CCC
multiplicity	1
molar mass	88.19	g mol⁻¹
HOMO-LUMO gap	12.27	eV



#x
# C6H16

A 2-piece molecular cluster, C6H16 overall (wB97M-V/def2-TZVPD, the Open Molecules 2025 dataset).

Structure (XYZ):
```
22
C6H16 | the Open Molecules 2025 dataset | wB97M-V/def2-TZVPD
H -2.56892 0.80694 -1.94274
H 1.01744 -3.19133 1.98260
H 0.12402 -1.73769 2.64509
H -2.14607 2.49603 -1.32004
H -1.33650 -0.33762 -0.38676
H 0.08883 0.78408 -2.38177
C 0.50223 -2.25854 1.76590
C -1.83350 1.46152 -1.48445
H -1.83818 0.89675 0.72446
H 2.31281 -2.01773 0.68102
H 0.94280 0.58357 1.37282
H 1.06913 -1.41967 -0.27559
C 1.77503 -0.08145 1.51587
H 1.78025 -0.34822 2.56946
C -0.61550 1.63654 -2.41750
H -0.24611 0.95066 -0.01216
C -1.29488 0.74640 -0.21248
C 1.38744 -1.45117 0.77173
H -0.99371 1.72232 -3.43568
H 2.73855 0.29618 1.17671
H -0.42783 -2.53083 1.22189
H 0.08348 2.45590 -2.30487
```

Output
lowest unoccupied orbital energy	0.0422	hartree
structure (SMILES)	CCC.CCC
multiplicity	1
molar mass	88.19	g mol⁻¹
HOMO-LUMO gap	12.27	eV



#y
# C6H16

A 2-piece molecular cluster, C6H16 overall (wB97M-V/def2-TZVPD, the Open Molecules 2025 dataset).

Structure (XYZ):
```
22
C6H16 | the Open Molecules 2025 dataset | wB97M-V/def2-TZVPD
C -0.61255 1.01872 -1.90614
H 0.11747 -1.17078 1.82343
C 1.08052 -1.56992 1.89911
C 1.57105 0.56879 0.13328
H 0.08419 0.18780 -2.05161
H -1.03031 0.95320 -2.88716
H 3.15364 -0.68390 1.10358
H -1.52439 -0.99547 0.30104
C -2.15722 -0.58423 -0.55724
C 2.08773 -0.41036 1.38757
H -1.19159 1.27300 0.11810
H 1.17263 -2.44058 1.26391
H -0.15013 2.03494 -1.81106
H 0.78312 1.07581 0.74035
H 1.06917 -0.08189 -0.73025
H 1.16223 -1.78407 2.94475
H 2.16879 1.35753 -0.25474
H -2.40099 1.54750 -1.07229
C -1.62041 0.83487 -0.79306
H 1.98181 0.45675 2.08346
H -2.49122 -1.14641 -1.44088
H -3.25355 -0.44128 -0.29416
```

Output
lowest unoccupied orbital energy	0.0408	hartree
structure (SMILES)	CCC.CCC
multiplicity	1
molar mass	88.19	g mol⁻¹
HOMO-LUMO gap	11.29	eV



Most stable structure - #x; separation to the second - 17.5 kJ/mol.



#w
# C6H16

A 2-piece molecular cluster, C6H16 overall (wB97M-V/def2-TZVPD, the Open Molecules 2025 dataset).

Structure (XYZ):
```
22
C6H16 | the Open Molecules 2025 dataset | wB97M-V/def2-TZVPD
H -0.11023 1.92643 -2.12332
H 2.17057 -0.04134 1.26436
C -0.39973 -0.27922 -1.92796
H 1.22582 -2.18818 2.37522
H -2.61123 -0.52861 -2.57837
C 1.49347 -0.09041 2.25249
C -0.46293 1.04502 -2.71664
H 1.37854 2.29472 2.35007
C 0.61591 -1.24769 2.38154
H 0.05685 1.05048 -3.67985
H 0.40829 -0.88643 -2.47966
H 2.14616 0.05221 3.08389
H -0.08701 0.13599 -0.87512
H -1.73903 -1.88660 -2.54048
H -0.01178 -1.36731 3.24694
H -2.10023 -1.18729 -0.92368
H -0.03100 -1.26702 1.38961
C -1.77269 -0.92010 -1.98892
H 0.49789 1.50146 1.16674
H -1.49150 1.11027 -2.90610
H -0.01443 1.48252 2.99522
C 0.83830 1.29110 2.23403
```

Output
lowest unoccupied orbital energy	0.0393	hartree
structure (SMILES)	CCC.CCC
multiplicity	1
molar mass	88.19	g mol⁻¹
HOMO-LUMO gap	11.83	eV



#x
# C6H16

A 2-piece molecular cluster, C6H16 overall (wB97M-V/def2-TZVPD, the Open Molecules 2025 dataset).

Structure (XYZ):
```
22
C6H16 | the Open Molecules 2025 dataset | wB97M-V/def2-TZVPD
H -0.50056 2.03274 1.03046
H 1.53483 0.26648 -0.31156
C 0.00182 1.08331 0.86996
H -1.84361 -3.39174 -0.70577
H -0.41319 -2.35091 1.77937
H 2.14382 2.78144 0.82049
H 1.03622 3.32787 -0.41940
H -1.59511 -3.66658 1.62671
C 0.16245 1.26856 -1.62466
H -0.06626 2.28779 -1.92653
C 1.74178 2.54240 -0.17011
H -0.07821 -3.29524 -0.41080
H 0.55771 0.97139 1.81241
H 0.67501 0.68950 -2.39261
H -0.81958 0.81276 -1.49064
H -0.96083 -1.83235 -0.72348
C -1.04164 -2.81439 -0.25354
H -0.68969 0.24328 0.83421
H -2.13683 -2.01148 1.50890
C -1.31278 -2.67751 1.26051
H 2.61529 2.52368 -0.82284
C 0.98934 1.20904 -0.29108
```

Output
lowest unoccupied orbital energy	0.0412	hartree
structure (SMILES)	CC(C)C.CC
multiplicity	1
molar mass	88.19	g mol⁻¹
HOMO-LUMO gap	12.22	eV



Most stable structure - #x; separation to the second - 174.9 kJ/mol.



#w
# C6H16

A 2-piece molecular cluster, C6H16 overall (wB97M-V/def2-TZVPD, the Open Molecules 2025 dataset).

Structure (XYZ):
```
22
C6H16 | the Open Molecules 2025 dataset | wB97M-V/def2-TZVPD
H -3.64859 -3.16324 1.14249
C -4.85384 1.75316 -1.92656
H -4.38102 1.71582 -0.93074
H -6.08935 -3.24940 0.23364
H -4.84532 -2.45832 -0.78414
H -3.33170 -5.65490 -0.68635
H -4.48644 -4.73773 1.26492
C -4.01174 2.11563 -3.09664
H -4.12327 2.59435 -5.18238
H -3.21508 1.35100 -3.17493
H -2.13268 -4.97429 0.45750
H -4.98208 1.09416 -4.71209
C -5.15017 -3.41203 -0.32142
H -5.24142 0.74956 -2.16983
C -4.79718 2.14527 -4.43355
H -2.59261 -4.05543 -1.00997
H -5.33742 -4.14742 -1.12189
H -3.52653 3.08584 -2.87593
C -2.96827 -4.72481 -0.21789
C -4.07282 -3.99831 0.55246
H -5.75694 2.68850 -4.45329
H -5.70159 2.45770 -1.88730
```

Output
lowest unoccupied orbital energy	0.0365	hartree
structure (SMILES)	CCC.CCC
multiplicity	1
molar mass	88.19	g mol⁻¹
HOMO-LUMO gap	12.33	eV



#x
# C6H16

A 2-piece molecular cluster, C6H16 overall (wB97M-V/def2-TZVPD, the Open Molecules 2025 dataset).

Structure (XYZ):
```
22
C6H16 | the Open Molecules 2025 dataset | wB97M-V/def2-TZVPD
H -2.03122 2.17827 2.43795
H 1.83641 -1.34185 -0.13580
H 2.57995 0.87807 -0.34903
H -3.53229 0.56394 1.29628
H -2.46319 -0.29878 2.49363
H -0.47340 2.46438 1.77812
H 0.37429 -0.62558 -0.76568
C -1.43442 0.76415 0.90627
H 3.10896 0.11528 -1.76909
H 0.86964 -1.62386 -3.06031
C 2.16467 0.43721 -1.25666
C -2.66562 -0.08100 1.42983
H -0.62380 0.02246 0.80871
H -0.66229 1.01102 2.87468
H -1.44989 1.03360 -0.13813
H 1.37415 -2.86251 -1.84227
C -1.13289 1.65620 2.13686
H -2.77354 -1.01718 0.87308
C 1.46422 -1.82131 -2.16317
C 1.39903 -0.81682 -0.99518
H 1.60468 1.09954 -1.91294
H 2.46656 -1.73520 -2.64711
```

Output
lowest unoccupied orbital energy	0.0395	hartree
structure (SMILES)	CCC.CCC
multiplicity	1
molar mass	88.19	g mol⁻¹
HOMO-LUMO gap	12.00	eV



Most stable structure - #w; separation to the second - 70.0 kJ/mol.



#w
# C2H5BrO

A 2-piece molecular cluster, C2H5BrO overall (wB97M-V/def2-TZVPD, the Open Molecules 2025 dataset).

Structure (XYZ):
```
9
C2H5BrO | the Open Molecules 2025 dataset | wB97M-V/def2-TZVPD
H -0.39850 -0.31726 -1.26160
H -0.04687 -1.35341 0.25620
H 0.77853 0.58622 1.47173
H 0.88281 1.49637 -0.07442
O -2.42191 0.18158 0.02685
Br 2.74357 -0.22510 0.20404
H -2.54869 -0.44039 -0.69726
C 0.09751 -0.49292 -0.26632
C 0.91354 0.56491 0.34079
```

Output
lowest unoccupied orbital energy (alpha / beta)	-0.0805 / -0.0805	hartree
multiplicity	1
molar mass	124.96	g mol⁻¹
HOMO-LUMO gap (alpha / beta)	6.99 / 7.00	eV



#x
# C2H5BrO

A 2-piece molecular cluster, C2H5BrO overall (wB97M-V/def2-TZVPD, the Open Molecules 2025 dataset).

Structure (XYZ):
```
9
C2H5BrO | the Open Molecules 2025 dataset | wB97M-V/def2-TZVPD
H 1.07092 -2.37454 0.13072
Br 2.53952 0.20874 -0.07778
H -1.36371 0.64172 0.02622
C 0.63501 -0.44763 -0.03416
H 0.10169 1.57629 0.50075
C -0.32322 0.58788 0.55509
H -0.49780 0.54512 1.67707
O 0.37250 -1.76408 0.29238
H 0.18444 -0.07705 -1.93620
```

Output
lowest unoccupied orbital energy (alpha / beta)	-0.0035 / -0.0043	hartree
multiplicity	1
molar mass	124.96	g mol⁻¹
HOMO-LUMO gap (alpha / beta)	8.72 / 8.53	eV



Most stable structure - #x; separation to the second - 92.3 kJ/mol.